No. 1
Computed, not measured: a cluster of 8 separate species, C36H37Cl6N5O10 in total, with ωB97M-V with the def2-TZVPD basis set.

Element x y z (Å)
1 O -0.578 7.162 0.629
2 N -0.006 6.486 1.466
3 O 1.206 6.402 1.568
4 C -0.804 5.670 2.370
5 C -1.934 6.247 2.927
6 C -2.652 5.581 3.901
7 C -2.206 4.317 4.296
8 C -1.151 3.691 3.647
9 C -0.384 4.394 2.717
10 H -2.196 7.236 2.573
11 H -3.578 5.918 4.342
12 H -2.714 3.842 5.126
13 H -0.720 2.757 3.983
14 H 0.587 3.981 2.485
15 O 2.633 -2.701 0.317
16 N 2.020 -3.619 -0.201
17 O 0.822 -3.620 -0.333
18 C 2.812 -4.704 -0.757
19 C 4.180 -4.704 -0.684
20 C 4.936 -5.722 -1.254
21 C 4.295 -6.729 -1.928
22 C 2.897 -6.714 -2.062
23 C 2.156 -5.680 -1.523
24 H 4.596 -3.854 -0.158
25 H 5.992 -5.749 -1.023
26 H 4.925 -7.493 -2.367
27 H 2.430 -7.544 -2.574
28 H 1.073 -5.686 -1.518
29 O 0.944 3.120 -3.197
30 N 0.393 3.548 -4.180
31 O 0.262 2.934 -5.224
32 C -0.268 4.857 -4.114
33 C -0.853 5.436 -5.229
34 C -1.460 6.670 -5.097
35 C -1.559 7.318 -3.861
36 C -0.991 6.711 -2.752
37 C -0.328 5.505 -2.888
38 H -0.850 4.852 -6.141
39 H -1.890 7.172 -5.953
40 H -2.003 8.304 -3.856
41 H -1.061 7.094 -1.743
42 H 0.117 5.061 -2.007
43 O -3.161 -0.565 1.063
44 N -2.014 -0.961 1.013
45 O -1.609 -2.020 1.449
46 C -0.985 -0.015 0.537
47 C 0.325 -0.453 0.423
48 C 1.338 0.453 0.153
49 C 1.074 1.812 0.036
50 C -0.275 2.210 0.027
51 C -1.283 1.309 0.276
52 H 0.542 -1.500 0.555
53 H 2.344 0.126 -0.082
54 H 1.914 2.469 -0.139
55 H -0.453 3.275 -0.058
56 H -2.317 1.623 0.363
57 O 5.224 -0.266 0.485
58 N 5.349 -0.877 -0.543
59 O 4.672 -0.692 -1.522
60 C 6.321 -1.951 -0.574
61 C 6.853 -2.488 0.608
62 C 7.824 -3.465 0.508
63 C 8.323 -3.872 -0.725
64 C 7.900 -3.225 -1.865
65 C 6.902 -2.252 -1.802
66 H 6.474 -2.221 1.583
67 H 8.162 -3.938 1.421
68 H 9.105 -4.620 -0.705
69 H 8.339 -3.465 -2.825
70 H 6.556 -1.844 -2.741
71 Cl -3.333 -1.238 5.018
72 C -3.402 0.405 4.355
73 C -4.771 0.812 3.847
74 Cl -5.928 0.801 5.145
75 H -2.644 0.489 3.576
76 H -3.094 1.103 5.134
77 H -5.093 0.150 3.045
78 H -4.731 1.836 3.476
79 Cl -6.359 -3.059 1.792
80 C -6.551 -1.706 0.665
81 C -7.629 -1.992 -0.347
82 Cl -7.060 -3.091 -1.663
83 H -5.586 -1.634 0.169
84 H -6.758 -0.804 1.236
85 H -7.961 -1.080 -0.844
86 H -8.526 -2.437 0.075
87 Cl -2.579 -5.486 -2.139
88 C -2.770 -4.376 -0.759
89 C -3.162 -5.141 0.517
90 Cl -1.862 -6.281 0.993
91 H -3.533 -3.632 -0.985
92 H -1.837 -3.836 -0.614
93 H -4.083 -5.680 0.313
94 H -3.280 -4.457 1.351

Cartesian forces (eV/Å) of the 3 atoms listed first:
O -0.167 0.042 0.309
N 0.812 -0.180 -0.619
O -0.331 -0.008 0.042

Relative energy (zero: lowest compared OMol25 entry of this formula, charge and spin) (kcal per mole): 9.3
SMILES string: O=[N+]([O-])c1ccccc1.O=[N+]([O-])c1ccccc1.O=[N+]([O-])c1ccccc1.O=[N+]([O-])c1ccccc1.O=[N+]([O-])c1ccccc1.ClCCCl.ClCCCl.ClCCCl
Orbital gap (eV): 9.122
LUMO (eV): -0.6077
Charge: 0
Electronic energy (hartree): -5180.87631

Löwdin analysis output, partial charges in e: atom 1 (O): 0.068, atom 2 (N): -0.349, atom 3 (O): 0.095, atom 4 (C): -0.160, atom 5 (C): -0.006, atom 6 (C): -0.055, atom 7 (C): -0.073, atom 8 (C): -0.063, atom 9 (C): -0.009, atom 10 (H): 0.122, atom 11 (H): 0.110, atom 12 (H): 0.105, atom 13 (H): 0.111, atom 14 (H): 0.121, atom 15 (O): 0.070, atom 16 (N): -0.323, atom 17 (O): 0.083, atom 18 (C): -0.135, atom 19 (C): 0.001, atom 20 (C): -0.061, atom 21 (C): -0.068, atom 22 (C): -0.052, atom 23 (C): 0.016, atom 24 (H): 0.097, atom 25 (H): 0.101, atom 26 (H): 0.108, atom 27 (H): 0.108, atom 28 (H): 0.115, atom 29 (O): 0.080, atom 30 (N): -0.353, atom 31 (O): 0.077, atom 32 (C): -0.143, atom 33 (C): -0.006, atom 34 (C): -0.070, atom 35 (C): -0.058, atom 36 (C): -0.060, atom 37 (C): -0.005, atom 38 (H): 0.119, atom 39 (H): 0.106, atom 40 (H): 0.106, atom 41 (H): 0.086, atom 42 (H): 0.109, atom 43 (O): 0.050, atom 44 (N): -0.332, atom 45 (O): 0.084, atom 46 (C): -0.139, atom 47 (C): 0.008, atom 48 (C): -0.042, atom 49 (C): -0.048, atom 50 (C): -0.081, atom 51 (C): -0.018, atom 52 (H): 0.078, atom 53 (H): 0.092, atom 54 (H): 0.113, atom 55 (H): 0.093, atom 56 (H): 0.118, atom 57 (O): 0.092, atom 58 (N): -0.373, atom 59 (O): 0.088, atom 60 (C): -0.167, atom 61 (C): -0.005, atom 62 (C): -0.072, atom 63 (C): -0.082, atom 64 (C): -0.069, atom 65 (C): 0.009, atom 66 (H): 0.124, atom 67 (H): 0.110, atom 68 (H): 0.110, atom 69 (H): 0.110, atom 70 (H): 0.123, atom 71 (Cl): 0.566, atom 72 (C): -0.692, atom 73 (C): -0.698, atom 74 (Cl): 0.581, atom 75 (H): 0.051, atom 76 (H): 0.055, atom 77 (H): 0.051, atom 78 (H): 0.069, atom 79 (Cl): 0.561, atom 80 (C): -0.671, atom 81 (C): -0.641, atom 82 (Cl): 0.521, atom 83 (H): 0.041, atom 84 (H): 0.069, atom 85 (H): 0.069, atom 86 (H): 0.064, atom 87 (Cl): 0.534, atom 88 (C): -0.664, atom 89 (C): -0.642, atom 90 (Cl): 0.521, atom 91 (H): 0.062, atom 92 (H): 0.037, atom 93 (H): 0.065, atom 94 (H): 0.051

---

No. 2
Computed, not measured: a structure of composition C36H37ClCsN5O4P2S4, with ωB97M-V with the def2-TZVPD basis set.

Element x y z (Å)
1 Cs -1.615 0.647 -0.767
2 S -4.270 3.460 3.475
3 C -3.212 2.490 2.607
4 S -1.532 2.636 2.843
5 S -3.818 1.342 1.515
6 N -1.133 -0.629 3.038
7 P -0.023 0.179 2.003
8 C 1.202 -1.220 1.937
9 C 1.681 -1.653 0.709
10 C 2.643 -2.647 0.646
11 C 3.161 -3.195 1.807
12 C 2.686 -2.767 3.038
13 C 1.711 -1.790 3.101
14 C 1.011 1.085 3.206
15 C 0.717 1.313 4.544
16 C 1.605 2.029 5.327
17 C 2.792 2.504 4.794
18 C 3.082 2.289 3.456
19 C 2.191 1.589 2.666
20 P -2.347 -1.515 2.187
21 C -2.884 -2.521 3.632
22 C -2.214 -2.547 4.850
23 C -2.680 -3.335 5.886
24 C -3.821 -4.103 5.726
25 C -4.494 -4.086 4.514
26 C -4.024 -3.302 3.477
27 C -1.335 -2.855 1.408
28 C -0.535 -3.751 2.110
29 C 0.186 -4.716 1.432
30 C 0.119 -4.802 0.049
31 C -0.700 -3.937 -0.654
32 C -1.434 -2.982 0.027
33 H -1.664 0.154 3.442
34 H 1.291 -1.218 -0.200
35 H 2.987 -2.998 -0.317
36 H 3.936 -3.951 1.753
37 H 3.081 -3.197 3.951
38 H 1.340 -1.459 4.064
39 H -0.212 0.965 4.972
40 H 1.366 2.220 6.364
41 H 3.490 3.046 5.419
42 H 4.003 2.658 3.026
43 H 2.401 1.424 1.612
44 H -1.325 -1.949 4.987
45 H -2.153 -3.346 6.830
46 H -4.185 -4.709 6.547
47 H -5.393 -4.675 4.384
48 H -4.542 -3.277 2.526
49 H -0.466 -3.683 3.188
50 H 0.818 -5.401 1.984
51 H 0.697 -5.550 -0.479
52 H -0.762 -3.987 -1.731
53 H -2.081 -2.319 -0.534
54 O 0.416 -0.226 -2.104
55 Cl -0.320 -0.877 -3.140
56 O -0.367 -0.050 -4.291
57 O 0.330 -2.105 -3.467
58 O -1.642 -1.138 -2.682
59 C 3.768 -0.426 -2.531
60 N 3.230 0.306 -3.646
61 C 2.803 -0.515 -4.752
62 C 2.949 1.607 -3.565
63 S 3.370 2.554 -2.282
64 N 2.381 2.155 -4.739
65 C 1.294 3.076 -4.475
66 C 3.411 2.717 -5.585
67 H 4.602 -1.041 -2.876
68 H 2.988 -1.064 -2.111
69 H 4.117 0.264 -1.766
70 H 2.243 -1.369 -4.367
71 H 3.675 -0.881 -5.303
72 H 2.157 0.060 -5.411
73 H 0.517 2.541 -3.934
74 H 0.897 3.414 -5.431
75 H 1.607 3.950 -3.889
76 H 4.183 1.967 -5.754
77 H 3.886 3.604 -5.138
78 H 2.971 2.995 -6.543
79 N -5.090 7.004 -5.773
80 C -4.512 6.234 -5.131
81 C -3.817 5.300 -4.359
82 C -3.759 5.404 -2.954
83 C -3.078 4.437 -2.249
84 N -2.460 3.398 -2.812
85 C -2.509 3.301 -4.142
86 C -3.155 4.204 -4.956
87 H -4.246 6.227 -2.450
88 H -3.020 4.486 -1.168
89 H -2.000 2.442 -4.565
90 H -3.166 4.087 -6.032

Cartesian forces (eV/Å) of the 3 atoms listed first:
Cs -1.705 2.227 1.539
S -0.452 0.571 0.455
C -0.497 0.333 0.118

Orbital gap (eV): 3.456
LUMO (eV): 3.0781
Charge: -2
Electronic energy (hartree): -4724.37074

Löwdin analysis output, partial charges in e: atom 1 (Cs): 1.020, atom 2 (S): 0.221, atom 3 (C): -1.977, atom 4 (S): 0.386, atom 5 (S): 0.137, atom 6 (N): -0.422, atom 7 (P): 0.779, atom 8 (C): -0.360, atom 9 (C): -0.096, atom 10 (C): -0.099, atom 11 (C): -0.116, atom 12 (C): -0.100, atom 13 (C): -0.102, atom 14 (C): -0.451, atom 15 (C): -0.149, atom 16 (C): -0.097, atom 17 (C): -0.116, atom 18 (C): -0.099, atom 19 (C): -0.102, atom 20 (P): 0.922, atom 21 (C): -0.354, atom 22 (C): -0.103, atom 23 (C): -0.102, atom 24 (C): -0.117, atom 25 (C): -0.106, atom 26 (C): -0.103, atom 27 (C): -0.361, atom 28 (C): -0.090, atom 29 (C): -0.095, atom 30 (C): -0.097, atom 31 (C): -0.082, atom 32 (C): -0.126, atom 33 (H): -0.006, atom 34 (H): 0.072, atom 35 (H): 0.099, atom 36 (H): 0.091, atom 37 (H): 0.094, atom 38 (H): 0.103, atom 39 (H): 0.089, atom 40 (H): 0.094, atom 41 (H): 0.086, atom 42 (H): 0.093, atom 43 (H): 0.107, atom 44 (H): 0.088, atom 45 (H): 0.093, atom 46 (H): 0.088, atom 47 (H): 0.092, atom 48 (H): 0.100, atom 49 (H): 0.103, atom 50 (H): 0.100, atom 51 (H): 0.097, atom 52 (H): 0.096, atom 53 (H): 0.058, atom 54 (O): -0.599, atom 55 (Cl): 0.529, atom 56 (O): -0.329, atom 57 (O): -0.336, atom 58 (O): -0.559, atom 59 (C): -0.072, atom 60 (N): -0.187, atom 61 (C): -0.051, atom 62 (C): -0.820, atom 63 (S): 0.683, atom 64 (N): -0.271, atom 65 (C): -0.112, atom 66 (C): -0.099, atom 67 (H): 0.091, atom 68 (H): 0.079, atom 69 (H): 0.031, atom 70 (H): 0.067, atom 71 (H): 0.088, atom 72 (H): 0.087, atom 73 (H): 0.070, atom 74 (H): 0.084, atom 75 (H): 0.061, atom 76 (H): 0.084, atom 77 (H): 0.079, atom 78 (H): 0.081, atom 79 (N): 0.153, atom 80 (C): -0.197, atom 81 (C): -0.227, atom 82 (C): 0.006, atom 83 (C): -0.102, atom 84 (N): 0.075, atom 85 (C): -0.128, atom 86 (C): -0.006, atom 87 (H): 0.120, atom 88 (H): 0.128, atom 89 (H): 0.107, atom 90 (H): 0.114